# 1
C2H3ClO6S3 as an isolated structure. Source: OMol25; level of theory: the ωB97M-V functional and the def2-TZVPD basis.

Calculated values
HOMO = -9.12 eV
F_max = 4.9 eV Å⁻¹
gap between HOMO and LUMO = 8.31 eV
E_LUMO = -0.81 eV

Cartesian coordinates (Å):
1 C -1.932 0.056 -0.279
2 C 2.500 -0.171 -0.604
3 O -1.066 1.227 2.107
4 O -1.687 2.718 0.270
5 O 0.081 -0.901 -1.228
6 O 0.235 1.110 0.103
7 O -0.045 -1.184 1.238
8 O -1.578 -2.577 -0.081
9 S -1.284 1.437 0.691
10 S 0.848 0.429 -1.206
11 S -0.985 -1.298 0.237
12 Cl -3.575 -0.134 0.181
13 H 2.321 -0.785 0.236
14 H 3.023 -0.607 -1.375
15 H 3.145 0.681 -0.292

# 2
An isolated molecule of C2H3ClS. Source: OMol25; level of theory: the ωB97M-V functional and the def2-TZVPD basis.

Calculated values
HOMO = -8.95 eV
F_max = 4.3 eV Å⁻¹
SMILES = S=CCCl
gap between HOMO and LUMO = 8.48 eV
E_LUMO = -0.47 eV

Cartesian coordinates (Å):
1 S 1.567 -1.104 0.903
2 C 0.805 0.153 0.170
3 C -0.763 0.041 0.002
4 Cl -0.751 0.351 -1.718
5 H 1.426 0.987 -0.209
6 H -1.335 0.809 0.687
7 H -0.950 -1.238 0.165

# 3
A 2-piece molecular cluster, C2H3ClS overall. Source: OMol25; level of theory: the ωB97M-V functional and the def2-TZVPD basis.

Calculated values
HOMO = -10.61 eV
F_max = 4.0 eV Å⁻¹
gap between HOMO and LUMO = 10.47 eV
E_LUMO = -0.14 eV

Cartesian coordinates (Å):
1 C 1.426 2.615 1.303
2 C 0.330 -0.009 -0.226
3 S 2.907 2.866 1.164
4 Cl 1.829 -0.917 -0.097
5 H -0.001 0.002 -1.174
6 H 0.356 1.064 0.140
7 H -0.552 -0.446 0.313

# 4
An isolated molecule of C2H3ClSi. Source: OMol25; level of theory: the ωB97M-V functional and the def2-TZVPD basis.

Calculated values
HOMO = -9.46 eV
F_max = 9.6 eV Å⁻¹
SMILES = [SiH3]C#CCl
gap between HOMO and LUMO = 9.17 eV
E_LUMO = -0.29 eV

Cartesian coordinates (Å):
1 Si -1.167 -0.028 -0.011
2 C 0.629 -0.215 -0.498
3 C 1.803 0.149 0.077
4 Cl 3.401 0.052 -0.071
5 H -1.164 -0.544 1.523
6 H -2.048 -0.794 -0.975
7 H -1.455 1.380 -0.045

# 5
C2H3CsFO2 as an isolated structure. Source: OMol25; level of theory: the ωB97M-V functional and the def2-TZVPD basis.

Calculated values
HOMO = -14.13 eV
F_max = 2.3 eV Å⁻¹
total charge = +1
gap between HOMO and LUMO = 9.43 eV
E_LUMO = -4.70 eV

Cartesian coordinates (Å):
1 F -1.701 -2.504 1.221
2 H -2.112 -1.810 0.685
3 O -0.767 0.238 -0.717
4 C 0.250 -0.329 -0.348
5 C 1.351 0.531 0.308
6 O 1.327 1.726 0.136
7 Cs -0.855 3.480 -1.729
8 H 0.486 -1.378 -0.598
9 H 2.020 0.047 1.042

# 6
C2H3CuO as an isolated structure. Source: OMol25; level of theory: the ωB97M-V functional and the def2-TZVPD basis.

Calculated values
HOMO (alpha / beta) = -5.77 / -9.11 eV
spin multiplicity = 3
F_max = 7.1 eV Å⁻¹
gap between HOMO and LUMO (alpha / beta) = 5.92 / 7.13 eV
E_LUMO (alpha / beta) = 0.15 / -1.97 eV

Cartesian coordinates (Å):
1 H -0.664 0.459 -1.082
2 O 1.052 -1.094 -0.086
3 C -0.216 -0.942 -0.176
4 C -0.750 0.393 0.136
5 H -1.831 0.361 0.337
6 H -0.185 1.006 0.860
7 Cu 2.593 -0.182 0.013

# 7
C2H3EuO2 as an isolated structure. Source: OMol25; level of theory: the ωB97M-V functional and the def2-TZVPD basis.

Calculated values
HOMO (alpha / beta) = -4.98 / -6.35 eV
spin multiplicity = 9
F_max = 3.4 eV Å⁻¹
gap between HOMO and LUMO (alpha / beta) = 4.20 / 4.60 eV
E_LUMO (alpha / beta) = -0.78 / -1.75 eV

Cartesian coordinates (Å):
1 O 0.217 -0.784 -2.573
2 Eu -1.550 -0.167 -1.222
3 O -0.483 0.164 -3.198
4 C 0.788 0.013 1.255
5 C -0.552 0.012 1.049
6 H 1.247 -0.256 2.218
7 H 1.460 0.571 0.590
8 H -1.127 0.448 1.882

# 8
An isolated molecule of C2H3F. Source: OMol25; level of theory: the ωB97M-V functional and the def2-TZVPD basis.

Calculated values
HOMO = -10.34 eV
F_max = 2.1 eV Å⁻¹
SMILES = C=CF
gap between HOMO and LUMO = 11.60 eV
E_LUMO = 1.26 eV

Cartesian coordinates (Å):
1 C -1.161 -0.214 0.008
2 C -0.043 0.429 -0.017
3 F 1.175 -0.213 0.002
4 H -2.013 0.427 -0.023
5 H -1.333 -1.300 0.008
6 H -0.004 1.498 0.052

# 9
An isolated molecule of C2H3F2IO. Source: OMol25; level of theory: the ωB97M-V functional and the def2-TZVPD basis.

Calculated values
HOMO = -9.71 eV
F_max = 4.1 eV Å⁻¹
SMILES = O[C@@H](I)C(F)F
gap between HOMO and LUMO = 10.04 eV
E_LUMO = 0.33 eV

Cartesian coordinates (Å):
1 O -0.057 1.045 -0.794
2 C -0.344 0.138 0.156
3 I -2.438 -0.242 -0.172
4 C 0.515 -1.347 0.068
5 F 1.770 -1.143 0.579
6 F 0.648 -1.802 -1.195
7 H 0.799 1.398 -0.840
8 H -0.155 0.362 1.233
9 H -0.022 -1.861 0.955

# 10
A 2-piece molecular cluster, C2H3F2N overall. Source: OMol25; level of theory: the ωB97M-V functional and the def2-TZVPD basis.

Calculated values
HOMO (alpha / beta) = -10.70 / -9.39 eV
F_max = 4.9 eV Å⁻¹
gap between HOMO and LUMO (alpha / beta) = 10.01 / 9.24 eV
E_LUMO (alpha / beta) = -0.69 / -0.15 eV

Cartesian coordinates (Å):
1 C 0.609 0.106 0.174
2 C -0.418 -0.518 -0.632
3 N -0.559 -0.429 0.725
4 F 1.753 -0.416 0.659
5 F -0.992 0.349 -1.499
6 H 1.499 2.522 0.044
7 H -0.594 -1.515 -0.923
8 H -1.299 -0.098 1.452

# 11
C2H3F2N3O4 as an isolated structure. Source: OMol25; level of theory: the ωB97M-V functional and the def2-TZVPD basis.

Calculated values
HOMO = -11.11 eV
F_max = 5.0 eV Å⁻¹
gap between HOMO and LUMO = 9.69 eV
E_LUMO = -1.42 eV

Cartesian coordinates (Å):
1 C -0.218 -0.997 0.970
2 C -0.023 -0.061 -0.135
3 N 0.031 1.693 0.536
4 N 1.339 -0.098 -1.041
5 N -1.114 0.010 -1.114
6 O 1.984 -1.069 -0.846
7 O -1.941 -0.851 -0.976
8 O 1.510 0.745 -1.857
9 O -1.280 0.961 -1.802
10 F -0.626 1.522 1.673
11 F 1.338 2.016 0.849
12 H -0.482 -1.897 0.606
13 H 0.598 -1.204 1.640
14 H -1.116 -0.770 1.496

# 12
A 2-piece molecular cluster, C2H3F2N3O4 overall. Source: OMol25; level of theory: the ωB97M-V functional and the def2-TZVPD basis.

Calculated values
HOMO (alpha / beta) = -9.77 / -8.95 eV
F_max = 8.1 eV Å⁻¹
gap between HOMO and LUMO (alpha / beta) = 8.07 / 7.14 eV
E_LUMO (alpha / beta) = -1.70 / -1.81 eV

Cartesian coordinates (Å):
1 C -0.606 -0.942 -0.899
2 C -0.266 0.342 -0.080
3 N -0.772 0.353 1.174
4 N 0.124 1.506 -0.774
5 N 1.700 -0.480 0.754
6 O -0.030 2.530 -0.139
7 O 0.588 1.410 -1.899
8 O 2.513 -1.012 0.075
9 O 1.404 -0.535 1.897
10 F -1.936 -0.723 -1.204
11 F -0.551 -2.005 -0.067
12 H -0.083 -1.244 -1.869
13 H -1.086 -0.454 1.447
14 H -0.998 1.253 1.584

How do the records compare in E? In the order shown, they have -2184.00319 -936.30800 -936.28673 -827.55021 -348.25715 -1793.52136 -938.48464 -177.83154 -650.62431 -332.25150 -742.56109 -742.70740 hartree.